Density functional theory data (ωB97M-V with the def2-TZVPD basis set) for a single C3H4N2 molecule in a non-equilibrium geometry.

XYZ file:
```
9
Properties=species:S:1:pos:R:3:forces:R:3:nbo_charge:R:1
N -0.593 -0.046 1.122 -0.14 -0.12 0.42 -0.555
N 2.214 0.989 -0.695 0.27 -0.31 0.01 -0.604
C 0.336 -0.354 0.106 0.25 -0.19 -0.05 -0.074
C 1.477 0.083 -0.277 -0.57 0.93 -0.21 0.335
C -1.050 -0.571 -0.201 -0.28 -0.30 -0.09 -0.238
H -1.382 -1.592 -0.310 -0.25 -0.12 0.23 0.207
H -1.577 0.174 -0.797 0.09 -0.21 0.07 0.204
H 1.479 1.710 -0.780 0.93 0.58 -0.34 0.360
H -0.584 -0.737 1.863 -0.30 -0.27 -0.04 0.365
```
Positions in Å, forces in eV/Å.

## Properties
- Total energy: -226.07547 hartree
- HOMO energy: -8.629 eV
- SMILES: N=C=C1CN1

***

Density functional theory data (ωB97M-V with the def2-TZVPD basis set) for a single C3H4N2 molecule in a non-equilibrium geometry.

XYZ file:
```
9
Properties=species:S:1:pos:R:3:forces:R:3:nbo_charge:R:1
N -0.643 0.150 1.056 -0.16 -0.10 0.29 -0.546
N 2.693 0.278 -0.535 -0.26 -1.08 0.37 -0.279
C 1.614 -0.008 -0.231 0.81 0.89 -0.42 0.241
C -1.011 -0.371 -0.260 -0.23 -0.15 -0.19 -0.233
C 0.236 0.389 -0.072 -0.03 0.30 -0.14 -0.197
H 0.230 1.414 -0.421 -0.32 0.15 0.10 0.237
H -1.027 -1.443 -0.423 0.26 0.13 -0.01 0.209
H -1.786 0.190 -0.771 -0.13 -0.22 0.16 0.206
H -0.308 -0.599 1.657 0.08 0.07 -0.16 0.362
```
Positions in Å, forces in eV/Å.

## Properties
- Total energy: -226.15253 hartree
- HOMO energy: -10.246 eV
- SMILES: N#C[C@H]1CN1

***

Density functional theory data (ωB97M-V with the def2-TZVPD basis set) for a single C3H4N2 molecule in a non-equilibrium geometry.

XYZ file:
```
9
Properties=species:S:1:pos:R:3:forces:R:3:nbo_charge:R:1
N 2.198 0.197 -0.202 -1.27 -1.07 0.30 -0.298
N -1.185 -0.572 -0.533 -1.06 -0.78 0.61 -0.544
C 1.132 -0.177 0.077 3.15 2.06 -1.15 0.256
C -0.197 -0.262 0.496 -2.09 -0.27 1.32 -0.224
C -1.290 0.760 0.025 3.09 -0.10 -0.47 -0.211
H -1.902 -1.199 -0.135 0.44 0.46 -0.42 0.363
H -1.989 1.030 0.777 -0.70 0.04 0.34 0.206
H -0.874 1.575 -0.626 -0.76 -0.89 0.67 0.216
H -0.203 -0.708 1.534 -0.79 0.53 -1.22 0.236
```
Positions in Å, forces in eV/Å.

## Properties
- Total energy: -226.15431 hartree
- HOMO energy: -10.363 eV
- SMILES: N#C[C@H]1CN1

***

Density functional theory data (ωB97M-V with the def2-TZVPD basis set) for 2 unconnected molecules or ions with the total composition C3H4N2 in a non-equilibrium geometry.

XYZ file:
```
9
Properties=species:S:1:pos:R:3:forces:R:3:nbo_charge:R:1
N -1.041 1.745 -1.025 -1.93 0.00 -0.86 -0.760
N 1.085 -1.442 -0.280 1.89 3.00 0.24 -0.848
C 0.401 -0.619 0.535 -0.45 0.49 1.89 0.194
C -0.074 1.784 -0.380 1.18 1.37 -0.31 0.266
C -0.205 0.146 1.277 -0.35 -2.45 0.30 -0.356
H 2.102 -1.292 -0.474 -1.75 -0.39 0.38 0.414
H 0.645 -2.280 -0.440 -0.56 -2.23 -0.69 0.397
H -1.996 1.552 -1.299 0.74 0.01 0.14 0.437
H -0.918 0.403 2.085 1.22 0.19 -1.10 0.256
```
Positions in Å, forces in eV/Å.

## Properties
- Total energy: -226.06239 hartree
- HOMO energy: -7.978 eV

***

Density functional theory data (ωB97M-V with the def2-TZVPD basis set) for a single C3H4N2O molecule in a non-equilibrium geometry.

XYZ file:
```
10
Properties=species:S:1:pos:R:3:forces:R:3:nbo_charge:R:1
O -0.672 -0.760 1.035 1.04 0.09 1.40 -0.739
N 0.479 -0.813 -0.890 -0.51 -0.07 -0.24 -0.669
N -0.789 1.038 -0.912 0.34 0.03 -0.36 -0.469
C 0.563 -0.146 0.385 -0.93 -0.25 0.84 0.144
C -0.837 -0.423 -1.179 0.76 0.32 -1.42 0.322
C 0.118 1.219 -0.034 -0.49 -0.11 0.00 0.099
H -1.440 -0.172 1.176 1.01 0.12 -0.06 0.495
H 1.475 -0.311 0.975 -0.55 0.02 -0.02 0.210
H 0.474 2.185 0.332 -0.28 -0.25 0.03 0.211
H 0.638 -1.814 -0.809 -0.39 0.13 -0.17 0.393
```
Positions in Å, forces in eV/Å.

## Properties
- Total energy: -301.29886 hartree
- HOMO energy: -9.034 eV

***

Density functional theory data (ωB97M-V with the def2-TZVPD basis set) for a molecular structure, C3H4N2O in a non-equilibrium geometry.

XYZ file:
```
10
Properties=species:S:1:pos:R:3:forces:R:3:nbo_charge:R:1
O -1.659 1.350 -0.872 -0.44 -1.11 0.82 -0.518
N -0.498 -0.113 0.964 -0.50 0.04 1.31 -0.551
N -1.945 -0.012 -0.835 2.21 -0.82 -0.74 -0.049
C -1.108 -0.743 -0.133 -4.72 0.49 -1.45 0.078
C 0.628 -0.187 0.543 3.49 1.36 1.01 0.596
C 1.900 -0.025 0.288 0.47 -0.59 -0.92 -0.779
H -1.234 -1.835 -0.130 0.02 0.60 -0.14 0.209
H -0.956 1.507 -0.207 -0.25 0.05 -0.06 0.456
H 2.537 0.490 0.996 -0.24 -0.05 0.08 0.286
H 2.335 -0.432 -0.615 -0.03 0.03 0.09 0.271
```
Positions in Å, forces in eV/Å.

## Properties
- Total energy: -301.26697 hartree
- HOMO energy: -8.872 eV

***

Density functional theory data (ωB97M-V with the def2-TZVPD basis set) for a single C3H4N2O molecule in a non-equilibrium geometry.

XYZ file:
```
10
Properties=species:S:1:pos:R:3:forces:R:3:nbo_charge:R:1
O 3.289 0.714 -0.356 -1.38 -1.18 0.63 -0.543
N 1.247 -0.346 0.028 -2.46 0.46 0.39 -0.456
N -2.023 0.910 -0.181 0.52 -0.99 -0.57 -0.828
C 2.599 -0.266 -0.125 0.90 -1.38 -1.10 0.517
C -1.296 -0.356 0.024 -1.33 -0.38 0.96 -0.236
C 0.024 -0.444 0.093 2.02 1.43 -0.88 0.453
H -1.922 1.484 0.613 0.42 0.84 1.00 0.364
H -1.851 -1.240 0.419 0.45 0.65 -0.68 0.221
H 2.969 -1.360 -0.166 0.06 1.53 0.40 0.127
H -3.035 0.904 -0.350 0.80 -1.00 -0.15 0.381
```
Positions in Å, forces in eV/Å.

## Properties
- Total energy: -301.37109 hartree
- HOMO energy: -8.560 eV
- SMILES: NC=C=NC=O

***

Density functional theory data (ωB97M-V with the def2-TZVPD basis set) for 2 unconnected molecules or ions with the total composition C3H4N2O in a non-equilibrium geometry.

XYZ file:
```
10
Properties=species:S:1:pos:R:3:forces:R:3:nbo_charge:R:1
O -2.856 1.663 -0.462 -0.39 1.62 -0.69 -0.426
N -1.808 -1.671 0.502 2.44 -0.10 0.62 -0.468
N 0.789 -0.546 0.149 1.62 -0.42 0.88 -0.668
C 0.383 0.577 -0.242 -2.51 -2.11 -3.84 -0.019
C -2.299 0.681 -0.195 -0.07 -0.60 0.93 0.472
C -2.234 -0.574 0.166 -0.87 -0.74 -0.19 0.068
H -0.267 0.618 -1.203 1.50 -0.07 1.41 0.154
H 1.428 -0.407 0.959 -0.73 -0.31 -0.30 0.344
H -0.706 -1.600 0.651 -1.76 -0.22 -0.44 0.385
H 0.475 1.472 0.219 0.77 2.94 1.62 0.158
```
Positions in Å, forces in eV/Å.

## Properties
- Total energy: -301.30965 hartree
- HOMO energy: -8.335 eV
- SMILES: N=C=C=O.C=N

***

Density functional theory data (ωB97M-V with the def2-TZVPD basis set) for a single C3H4N2O molecule.

XYZ file:
```
10
Properties=species:S:1:pos:R:3:forces:R:3:nbo_charge:R:1
O 2.805 0.004 -0.057 0.16 -0.05 0.32 -0.546
N -1.654 -1.048 0.316 -0.07 0.42 -0.03 -0.594
N 1.870 -0.479 -0.986 -0.82 0.25 -0.02 -0.163
C -0.388 0.678 -0.797 0.17 -0.04 -0.10 -0.415
C -1.533 0.174 -0.016 0.01 -0.20 0.05 0.106
C 0.774 0.071 -0.868 0.25 -0.11 -0.06 0.391
H -2.265 0.949 0.242 0.01 -0.14 -0.03 0.160
H -2.514 -1.179 0.851 0.14 -0.02 -0.03 0.339
H -0.496 1.621 -1.325 -0.01 -0.12 0.03 0.245
H 3.386 -0.753 0.071 0.15 0.01 -0.12 0.477
```
Positions in Å, forces in eV/Å.

## Properties
- Total energy: -301.34051 hartree
- HOMO energy: -9.587 eV
- SMILES: [H]/N=C/C=C=NO

***

Density functional theory data (ωB97M-V with the def2-TZVPD basis set) for 2 unconnected molecules or ions with the total composition C3H4N2O in a non-equilibrium geometry.

XYZ file:
```
10
Properties=species:S:1:pos:R:3:forces:R:3:nbo_charge:R:1
O 0.560 1.380 0.483 0.33 1.33 1.84 -0.443
N 4.010 2.285 0.079 1.18 0.18 0.03 -0.183
N 2.186 -0.593 -1.235 0.04 1.29 1.23 -0.532
C 1.768 1.260 0.086 -2.59 -5.17 -1.89 0.445
C -0.462 0.344 0.715 -0.09 -1.06 -5.37 -0.246
C 2.978 1.774 0.190 0.12 1.81 0.42 0.067
H -0.081 -0.671 0.740 0.81 0.17 0.67 0.230
H -1.027 0.278 -0.309 0.73 0.44 1.85 0.201
H 1.485 -0.333 -1.939 -0.38 0.14 -0.03 0.245
H -1.176 0.585 1.447 -0.16 0.88 1.23 0.216
```
Positions in Å, forces in eV/Å.

## Properties
- Total energy: -301.13533 hartree
- HOMO energy (alpha / beta): -8.552 / -8.396 eV

***

Density functional theory data (ωB97M-V with the def2-TZVPD basis set) for a molecular structure, C3H4N2O in a non-equilibrium geometry.

XYZ file:
```
10
Properties=species:S:1:pos:R:3:forces:R:3:nbo_charge:R:1
O -0.997 3.102 0.541 0.80 -0.54 -1.04 -0.630
N -0.222 0.038 1.119 -0.14 0.51 -0.23 -0.388
N 0.275 -0.986 0.417 0.97 -2.69 1.10 -0.329
C -0.263 0.993 0.048 2.82 -5.94 -2.41 -0.004
C -0.448 2.311 -0.266 -1.44 1.53 2.04 0.241
C 0.544 -0.500 -0.810 -3.45 4.62 4.38 -0.059
H -0.829 -0.246 1.891 -0.38 0.83 -0.53 0.398
H -0.127 2.606 -1.258 0.12 0.13 -0.49 0.143
H 0.394 -1.912 0.994 0.09 2.16 -2.07 0.414
H 1.253 -0.794 -1.525 0.61 -0.60 -0.74 0.214
```
Positions in Å, forces in eV/Å.

## Properties
- Total energy: -301.23951 hartree
- HOMO energy (alpha / beta): -7.614 / -7.616 eV

***

Density functional theory data (ωB97M-V with the def2-TZVPD basis set) for a molecular structure, C3H4N2O in a non-equilibrium geometry.

XYZ file:
```
10
Properties=species:S:1:pos:R:3:forces:R:3:nbo_charge:R:1
O -0.915 0.361 0.433 -1.54 0.46 1.65 -0.279
N -0.233 0.083 1.617 0.81 -1.85 -0.28 -0.145
N 1.017 -0.481 -0.214 -1.64 -1.53 2.03 -0.500
C 0.836 -0.568 1.173 -2.90 3.54 -2.55 0.138
C -0.378 0.444 -2.005 -2.37 0.03 0.14 -0.683
C -0.181 -0.039 -0.521 2.43 1.76 -4.78 0.526
H -1.135 -0.294 -2.576 2.05 1.58 1.14 0.240
H -0.942 1.562 -2.106 2.02 -3.11 0.50 0.246
H 1.544 -0.753 1.844 2.93 -1.32 2.50 0.195
H 0.707 0.363 -2.335 -1.80 0.44 -0.35 0.261
```
Positions in Å, forces in eV/Å.

## Properties
- Total energy: -301.38011 hartree
- HOMO energy: -10.572 eV

***

The highest total energy belongs to which entry? number 4